# C28H21F5IrN2O7S

A structure of composition C28H21F5IrN2O7S at a distorted geometry (ωB97M-V/def2-TZVPD, the OMol25 dataset).

```
65
Properties=species:S:1:pos:R:3:lowdin_charge:R:1
Ir 1.02 0.74 0.41 1.338
S 2.83 0.42 -1.74 0.498
F 3.22 0.04 2.65 0.140
F -0.22 0.49 3.03 0.017
F 1.99 -0.58 4.31 0.160
F 0.70 -1.35 2.28 0.032
F 2.05 1.50 3.73 0.111
O 3.96 0.88 -2.51 -0.289
O 1.64 1.32 -1.74 -0.395
O 3.17 0.16 -0.30 -0.412
O 0.01 -0.88 -0.35 -0.189
O 0.53 -3.05 -0.17 0.084
O -6.21 -4.34 0.45 0.055
O -6.24 -2.91 2.06 0.060
N 2.18 2.35 0.96 -0.008
N -5.68 -3.49 1.14 -0.357
C -0.25 -2.12 -0.08 -0.598
C 1.55 -3.59 -3.42 -0.279
C 2.04 0.23 3.25 -0.580
C -2.96 2.98 1.88 -0.100
C -1.77 3.68 1.85 -0.067
C -3.66 -2.17 1.62 0.014
C -0.63 3.17 1.23 -0.178
C 0.85 0.03 2.27 -0.447
C 2.78 4.60 0.28 -0.022
C 0.75 -2.47 -3.60 -0.039
C 2.33 -1.12 -2.42 -0.288
C -0.64 1.85 0.71 -0.196
C -1.89 1.23 0.64 -0.113
C 0.48 4.11 0.92 -0.106
C 2.47 5.93 0.07 -0.091
C 1.17 6.36 0.28 -0.089
C -4.29 -3.13 0.84 -0.155
C -3.04 1.77 1.21 -0.090
C 1.80 3.71 0.71 -0.207
C 1.13 -1.23 -3.10 -0.055
C 1.09 -4.95 -3.86 -0.054
C -3.65 -3.76 -0.21 0.001
C -2.35 -1.82 1.32 -0.009
C 3.15 -2.22 -2.25 -0.045
C 0.20 5.46 0.68 -0.030
C -2.34 -3.42 -0.48 0.001
C 2.76 -3.44 -2.75 -0.040
C -1.68 -2.44 0.27 -0.099
H -4.17 -4.51 -0.79 0.114
H -0.83 5.80 0.78 0.105
H 0.60 -5.47 -3.03 0.083
H 2.36 2.25 1.96 0.094
H 3.78 4.23 0.12 0.119
H 0.37 -4.88 -4.68 0.071
H -0.20 -2.57 -4.12 0.112
H -1.95 0.27 0.15 0.074
H -1.85 -1.07 1.91 0.103
H 1.92 -5.57 -4.20 0.073
H 0.49 -0.37 -3.21 0.116
H -4.19 -1.71 2.43 0.119
H 4.08 -2.11 -1.70 0.120
H -3.97 1.23 1.15 0.098
H -1.72 4.66 2.32 0.102
H 0.90 7.40 0.11 0.098
H 3.39 -4.31 -2.59 0.112
H -3.83 3.39 2.39 0.093
H 3.06 2.12 0.48 0.092
H -1.80 -3.91 -1.28 0.118
H 3.24 6.61 -0.27 0.098
```

Properties
- Largest force on an atom: 1.01 eV/Å
- ΔE to the lowest compared entry with this formula, charge and spin: 0.00 kcal/mol
- Charge: -1
- HOMO: -5.54 eV
- Kohn-Sham gap: 7.3 eV
- E_tot: -2717.73557 hartree


# C34H39HgN5O2P2S2

A structure of composition C34H39HgN5O2P2S2 at a distorted geometry (ωB97M-V/def2-TZVPD, the OMol25 dataset).

```
85
Properties=species:S:1:pos:R:3:lowdin_charge:R:1
Hg -3.47 -0.74 -1.26 1.109
S 1.41 0.00 2.71 0.595
S -1.14 -2.91 4.08 0.626
P 1.17 -1.36 0.49 0.897
P 0.18 1.70 0.24 1.123
O -2.55 -2.76 3.76 -0.330
O -0.60 -4.24 4.21 -0.292
N -1.07 3.20 -0.59 -0.155
N 2.23 -2.77 0.60 -0.230
N -0.18 -1.99 3.08 -0.186
N 0.11 -2.17 -0.72 -0.207
N 1.05 2.80 1.13 -0.346
C -2.02 5.07 -1.54 -0.107
C -0.73 -1.95 5.51 -0.225
C 1.37 4.04 2.99 -0.085
C -0.53 1.78 -3.43 -0.121
C -0.68 -3.08 -2.65 -0.121
C -0.88 -0.94 -4.93 -0.118
C -1.00 -2.31 6.83 -0.035
C 0.49 1.76 -4.51 -0.185
C -1.73 1.18 -3.34 -0.151
C -1.18 -2.66 -0.48 -0.185
C 1.27 0.41 -4.61 -0.167
C 2.17 -0.30 -0.64 -0.351
C -2.57 0.83 -4.52 -0.187
C -0.85 4.48 -1.08 -0.180
C 0.40 -0.82 -4.55 -0.114
C 3.33 -4.36 1.79 -0.090
C 0.36 -0.93 3.68 -0.747
C -0.50 -1.50 7.86 -0.067
C -1.72 0.11 -5.60 -0.185
C 0.43 -2.53 -2.02 -0.156
C 0.66 -0.14 6.19 -0.017
C 2.42 -3.32 1.87 -0.136
C 2.48 4.26 2.11 -0.070
C 2.26 3.50 0.96 -0.121
C -3.05 4.09 -1.37 -0.102
C 1.52 1.09 -0.90 -0.366
C 0.09 -0.88 5.14 -0.203
C -2.44 2.98 -0.75 -0.227
C 0.50 3.17 2.37 -0.183
C -1.73 -3.13 -1.69 -0.164
C 2.96 -3.54 -0.29 -0.147
C -2.80 -0.01 0.88 -0.172
C 3.67 -4.52 0.42 -0.093
C 0.34 -0.41 7.53 -0.067
H 1.06 1.11 -1.91 0.034
H 0.76 0.20 8.33 0.108
H 2.30 1.87 -0.87 0.055
H -2.11 6.07 -1.90 0.083
H 1.45 -2.47 -2.40 0.085
H -1.44 -2.85 0.55 0.104
H -2.20 1.23 -2.33 0.017
H -2.38 -0.35 -6.36 0.117
H -2.85 2.04 -0.40 0.016
H 4.31 -5.27 0.02 0.085
H -3.30 0.12 -4.13 0.072
H -2.76 -3.42 -1.88 0.066
H -4.07 4.19 -1.66 0.079
H 2.90 -3.39 -1.35 0.077
H 3.34 4.87 2.31 0.092
H 0.99 -1.73 -4.38 0.096
H -2.90 -0.81 1.64 -0.010
H 2.84 3.40 0.07 0.092
H 1.89 0.43 -5.54 0.126
H -3.36 0.83 1.33 0.005
H 3.67 -4.90 2.65 0.087
H 0.08 1.95 -5.51 0.096
H -0.74 -3.40 -3.68 0.095
H 2.35 -0.82 -1.61 0.064
H 0.12 4.91 -1.08 0.086
H 1.83 -2.91 2.67 0.059
H -0.41 2.69 2.70 0.097
H -0.20 2.42 -2.59 0.074
H -1.71 0.25 0.81 -0.079
H -1.39 -1.91 -4.90 0.093
H -3.09 1.71 -4.97 0.134
H 2.04 0.37 -3.82 0.093
H 3.13 -0.14 -0.12 0.095
H -0.71 -1.74 8.91 0.108
H 1.34 0.66 5.92 0.107
H -1.14 0.85 -6.14 0.093
H 1.23 2.58 -4.34 0.123
H 1.21 4.45 3.97 0.094
H -1.54 -3.23 7.04 0.121
```

Properties
- Largest force on an atom: 3.26 eV/Å
- ΔE to the lowest compared entry with this formula, charge and spin: 31.81 kcal/mol
- Charge: 0
- HOMO (alpha / beta): -6.64 / -6.64 eV
- Kohn-Sham gap (alpha / beta): 3.3 / 3.3 eV
- E_tot: -3375.42771 hartree


# C5H8O2

The molecule C5H8O2 at a distorted geometry (ωB97M-V/def2-TZVPD, the OMol25 dataset).

```
15
Properties=species:S:1:pos:R:3:lowdin_charge:R:1
O 3.05 0.43 0.29 0.095
O -1.64 0.98 0.61 -0.069
C 1.88 0.18 0.15 -0.335
C 0.77 0.23 -1.04 -0.059
C -0.08 -0.65 -0.12 -0.323
C -1.50 -0.16 -0.22 -0.242
C 0.81 -0.33 1.09 -0.058
H 0.39 0.51 1.66 0.123
H -0.03 -1.70 -0.42 0.147
H -2.27 -0.91 0.08 0.131
H 0.42 1.27 -1.04 0.122
H 1.10 -1.14 1.76 0.120
H 0.98 -0.14 -2.05 0.114
H -1.32 0.14 -1.35 0.141
H -2.56 1.28 0.58 0.094
```

Properties
- Largest force on an atom: 2.98 eV/Å
- ΔE to the lowest compared entry with this formula, charge and spin: 46.41 kcal/mol
- Charge: 0
- HOMO: -9.24 eV
- Kohn-Sham gap: 9.9 eV
- E_tot: -345.73099 hartree


# C11H16Br21N4

A structure of composition C11H16Br21N4 (ωB97M-V/def2-TZVPD, the OMol25 dataset).

```
52
Properties=species:S:1:pos:R:3:lowdin_charge:R:1
Br -5.93 -3.96 -1.84 0.585
Br -7.14 -0.74 -3.58 0.533
Br -3.74 0.36 -3.03 0.568
Br -2.70 -4.96 3.92 0.537
Br 2.71 2.58 4.38 0.563
Br -6.09 -1.79 -6.37 0.581
Br -2.85 -3.21 -1.91 0.520
Br -0.64 1.06 -2.89 0.628
Br 1.75 8.25 1.77 0.598
Br -1.88 -7.22 1.85 0.554
Br 4.65 3.26 1.96 0.559
Br -4.28 -3.78 0.87 0.554
Br -6.72 1.30 -5.97 0.577
Br -1.45 5.59 -1.56 0.557
Br 2.24 6.11 -0.53 0.549
Br -3.69 5.52 0.68 0.589
Br 4.18 5.39 4.26 0.626
Br -3.82 -7.91 4.27 0.600
Br -2.24 0.39 -0.23 0.569
Br 0.29 5.43 1.90 0.537
Br -4.18 4.15 -2.13 0.633
N 1.56 0.15 -0.32 0.154
N 3.30 -2.82 -0.03 0.158
N 3.83 -0.71 -0.18 0.236
N 2.16 -2.11 -0.10 0.168
C 1.86 6.38 1.34 -1.655
C -2.34 -6.83 3.68 -1.650
C -4.50 -3.09 -0.91 -1.649
C 5.75 -2.31 0.03 -0.145
C 4.32 -1.94 -0.06 -0.275
C -3.33 5.61 -1.20 -1.610
C 6.23 -2.37 1.50 -0.062
C -2.34 1.15 -1.99 -1.626
C 4.29 3.53 3.83 -1.637
C 2.51 -0.82 -0.21 -0.361
C -7.20 -0.49 -5.48 -1.639
H -2.59 2.20 -1.87 -0.141
H 6.29 -3.40 1.85 0.078
H -8.22 -0.66 -5.80 -0.026
H 2.69 5.97 1.90 -0.114
H 5.93 -3.26 -0.48 0.123
H -1.49 -7.08 4.29 -0.031
H 7.23 -1.95 1.57 0.082
H 3.33 -3.83 0.04 0.198
H 5.59 -1.80 2.16 0.080
H -4.74 -2.04 -0.83 -0.050
H 1.13 0.37 -1.20 -0.010
H 1.24 -2.52 -0.11 0.197
H 6.29 -1.54 -0.52 0.127
H 1.35 0.73 0.48 0.111
H -3.74 6.53 -1.58 -0.021
H 5.12 3.11 4.38 -0.030
```

Properties
- Largest force on an atom: 0.39 eV/Å
- Charge: +1
- HOMO: -11.70 eV
- Kohn-Sham gap: 8.6 eV
- E_tot: -54701.75700 hartree


# C7H9BO3

A cluster of 2 separate species, C7H9BO3 in total at a distorted geometry (ωB97M-V/def2-TZVPD, the OMol25 dataset).

```
20
Properties=species:S:1:pos:R:3:lowdin_charge:R:1
O 2.65 0.50 -0.14 0.081
O 1.95 1.45 -2.32 0.195
O -1.32 0.04 2.20 0.169
C -1.76 -0.24 -0.19 -0.108
C 0.81 2.03 -0.08 0.045
C -3.84 0.91 -0.31 -0.009
C 2.14 0.68 1.23 -0.175
C 1.05 1.61 1.17 -0.135
C -1.60 -0.07 1.07 -0.210
C -3.00 0.07 -0.85 -0.196
B 1.95 1.35 -0.94 -0.642
H -3.01 -0.30 -1.85 0.099
H 2.59 1.10 -2.85 0.050
H -0.82 -0.39 -0.75 0.133
H -3.79 1.13 0.76 0.070
H 1.93 -0.33 1.59 0.128
H 3.02 1.10 1.91 0.174
H 0.19 2.87 -0.56 0.131
H -4.84 1.16 -0.65 0.057
H 0.46 1.70 2.16 0.142
```

Properties
- Largest force on an atom: 3.91 eV/Å
- ΔE to the lowest compared entry with this formula, charge and spin: 84.06 kcal/mol
- Charge: 0
- HOMO: -8.51 eV
- Kohn-Sham gap: 9.0 eV
- E_tot: -522.68592 hartree


# C27H31BrFeN6O2P

A structure of composition C27H31BrFeN6O2P (ωB97M-V/def2-TZVPD, the OMol25 dataset).

```
69
Properties=species:S:1:pos:R:3:lowdin_charge:R:1
Br -1.43 -3.71 2.15 0.779
Fe -0.33 0.91 -1.11 0.816
P 2.82 -1.36 0.24 1.081
O 0.08 1.73 0.62 -0.225
O 0.58 -0.79 -1.65 -0.244
N -1.18 0.83 -3.07 -0.042
N -1.74 2.62 -1.24 -0.023
N 5.03 -0.52 1.76 -0.150
N 3.93 1.22 0.46 -0.062
N 2.88 0.34 2.47 -0.139
N -1.97 -0.44 -0.24 0.052
C -0.68 1.59 2.85 -0.016
C -1.68 1.76 3.80 -0.066
C -4.16 -1.22 0.29 -0.026
C 3.04 1.51 1.69 -0.103
C -3.30 -0.34 -0.33 -0.108
C -3.13 2.63 2.13 -0.042
C -1.62 -0.27 -3.53 -0.084
C -0.09 -1.77 -2.22 -0.367
C -1.66 2.08 -3.64 -0.183
C 3.23 0.29 -0.50 -0.255
C 2.05 -0.67 1.79 -0.310
C -2.28 2.97 -2.55 -0.182
C -1.47 -1.44 0.47 -0.170
C -2.14 2.46 1.15 -0.160
C 4.50 -1.66 0.99 -0.315
C -1.17 -1.58 -3.11 -0.155
C 4.17 -0.19 2.90 -0.158
C 5.25 0.62 0.95 -0.119
C -2.26 -2.35 1.14 -0.652
C -0.89 1.92 1.51 -0.349
C -1.49 -3.98 -3.34 -0.088
C -2.92 2.29 3.44 -0.086
C 0.28 -3.11 -1.94 -0.034
C -3.64 -2.25 1.06 -0.079
C -1.84 -2.69 -3.66 -0.044
C -2.49 2.79 -0.22 -0.113
C -0.41 -4.17 -2.48 -0.068
H 5.74 1.41 1.52 0.144
H -2.66 -2.51 -4.35 0.112
H 1.85 -1.49 2.48 0.099
H -0.09 -5.18 -2.23 0.108
H 1.10 -0.20 1.53 0.049
H 2.30 0.76 -0.85 0.065
H -4.28 -2.96 1.56 0.115
H -3.69 2.42 4.18 0.103
H -2.03 4.01 -2.77 0.122
H -2.02 -4.82 -3.76 0.102
H 2.08 1.87 1.32 0.113
H 5.84 0.37 0.07 0.142
H 4.67 0.56 3.51 0.137
H -3.68 0.48 -0.93 0.112
H 5.21 -1.92 0.21 0.091
H -1.48 1.49 4.83 0.109
H 0.28 1.18 3.14 0.099
H 1.12 -3.26 -1.27 0.073
H 3.87 0.16 -1.38 0.106
H 4.02 -1.08 3.49 0.137
H -4.09 3.05 1.83 0.114
H -5.23 -1.10 0.19 0.116
H -0.39 -1.54 0.49 0.083
H 4.12 2.10 -0.01 0.180
H -2.38 1.91 -4.44 0.116
H -3.37 2.90 -2.55 0.115
H 4.42 -2.52 1.65 0.093
H -0.80 2.60 -4.07 0.118
H 3.57 2.28 2.25 0.146
H -2.38 -0.26 -4.32 0.133
H -3.50 3.21 -0.36 0.134
```

Properties
- Largest force on an atom: 0.77 eV/Å
- Multiplicity: 5
- ΔE to the lowest compared entry with this formula, charge and spin: 0.00 kcal/mol
- Charge: +1
- <S²>: 6.01
- HOMO (alpha / beta): -10.03 / -10.16 eV
- Kohn-Sham gap (alpha / beta): 7.6 / 7.7 eV
- E_tot: -5705.40113 hartree


# C3H4N2

A structure of composition C3H4N2 at a distorted geometry (ωB97M-V/def2-TZVPD, the OMol25 dataset).

```
9
Properties=species:S:1:pos:R:3:lowdin_charge:R:1
N -0.38 -1.14 -1.32 0.126
N -0.16 0.78 1.37 0.057
C 0.62 0.79 0.15 -0.188
C -0.92 -0.17 0.98 -0.087
C -0.30 -0.31 -0.43 -0.372
H 0.87 1.67 -0.54 0.129
H -1.66 -0.76 1.62 0.126
H 1.56 0.36 0.31 0.081
H 0.38 -1.22 -2.15 0.128
```

Properties
- Largest force on an atom: 4.45 eV/Å
- ΔE to the lowest compared entry with this formula, charge and spin: 64.12 kcal/mol
- Charge: 0
- HOMO: -9.81 eV
- Kohn-Sham gap: 10.4 eV
- E_tot: -226.12300 hartree


# C4H8ClNO

A structure of composition C4H8ClNO at a distorted geometry (ωB97M-V/def2-TZVPD, the OMol25 dataset).

```
15
Properties=species:S:1:pos:R:3:lowdin_charge:R:1
Cl 3.78 -0.04 0.36 0.614
O -0.45 0.58 -1.51 -0.005
N 1.26 -0.31 0.43 0.009
C -1.11 -1.28 -0.02 -0.051
C -0.71 1.07 0.93 -0.058
C -0.45 0.10 -0.18 -0.474
C 2.18 0.12 -0.24 -0.767
H -0.06 0.79 1.79 0.089
H -0.67 -1.87 0.81 0.084
H -0.97 -1.90 -0.87 0.056
H -2.25 -1.19 0.11 0.110
H 1.97 0.70 -1.13 0.073
H -0.39 2.08 0.55 0.105
H -1.78 1.05 1.29 0.101
H -0.36 0.09 -2.33 0.112
```

Properties
- Largest force on an atom: 4.52 eV/Å
- ΔE to the lowest compared entry with this formula, charge and spin: 46.63 kcal/mol
- Charge: 0
- HOMO: -9.19 eV
- Kohn-Sham gap: 9.8 eV
- E_tot: -747.32426 hartree


# C3H10

A cluster of 2 separate species, C3H10 in total at a distorted geometry (ωB97M-V/def2-TZVPD, the OMol25 dataset).

```
13
Properties=species:S:1:pos:R:3:lowdin_charge:R:1
C 0.97 -3.60 -0.08 -0.057
C -0.21 2.94 -0.07 -0.168
C -1.04 1.69 0.21 -0.198
H -1.81 1.81 0.97 0.058
H -0.75 3.51 -0.84 0.062
H -1.48 1.18 -0.66 0.063
H -0.52 0.79 0.57 0.054
H 1.94 -3.50 0.42 0.015
H 0.11 3.50 0.80 0.059
H 1.17 -4.54 -0.61 0.016
H 0.88 -2.66 -0.61 0.008
H 0.66 2.60 -0.67 0.070
H 0.09 -3.73 0.56 0.017
```

Properties
- Largest force on an atom: 2.52 eV/Å
- ΔE to the lowest compared entry with this formula, charge and spin: 11.87 kcal/mol
- Charge: 0
- HOMO: -11.35 eV
- Kohn-Sham gap: 12.4 eV
- E_tot: -120.26399 hartree


# C3H6N2O3S

The molecule C3H6N2O3S at a distorted geometry (ωB97M-V/def2-TZVPD, the OMol25 dataset).

```
15
Properties=species:S:1:pos:R:3:lowdin_charge:R:1
S 0.72 -1.37 0.04 0.788
O 0.77 -2.38 -1.01 -0.292
O -3.03 -1.07 0.04 -0.007
O 1.04 -1.77 1.48 -0.341
N -1.95 -1.54 0.28 -0.050
N -0.92 -0.63 0.19 -0.229
C 0.49 1.26 0.38 -0.211
C 1.35 0.27 -0.31 -0.309
C -0.91 0.76 -0.14 -0.218
H -1.89 1.37 0.32 0.182
H -0.95 1.07 -1.23 0.128
H 0.83 2.31 -0.01 0.157
H 1.38 0.46 -1.43 0.131
H 0.61 1.11 1.47 0.124
H 2.48 0.16 -0.06 0.146
```

Properties
- Largest force on an atom: 5.06 eV/Å
- ΔE to the lowest compared entry with this formula, charge and spin: 96.34 kcal/mol
- Charge: 0
- HOMO: -10.00 eV
- Kohn-Sham gap: 10.3 eV
- E_tot: -851.18008 hartree


# C19H39N5O4PSiV

A structure of composition C19H39N5O4PSiV at a distorted geometry (ωB97M-V/def2-TZVPD, the OMol25 dataset).

```
70
Properties=species:S:1:pos:R:3:lowdin_charge:R:1
V 0.37 -0.17 -0.31 0.800
P 2.41 0.73 1.67 0.632
Si 0.89 -2.53 -1.02 0.590
O 1.59 2.63 -2.27 0.117
O 1.43 -0.32 1.10 -0.365
O -3.10 1.68 -0.96 0.107
O 1.29 0.48 -1.69 -0.179
N -1.02 0.72 -1.13 -0.108
N 1.93 2.23 1.29 -0.167
N 2.29 0.50 3.29 -0.177
N 3.92 0.44 1.10 -0.170
N -1.32 -0.89 0.81 -0.020
C -2.26 0.91 -0.58 -0.512
C 2.80 3.33 0.81 -0.165
C 0.40 -3.65 0.45 -0.211
C 4.28 0.51 -0.33 -0.162
C -0.09 -3.05 -2.56 -0.203
C -0.64 1.66 -2.18 -0.069
C 3.59 0.37 5.27 -0.160
C 2.59 -0.78 5.27 -0.154
C 0.61 4.18 1.12 -0.143
C 0.88 1.67 -2.09 -0.550
C 0.57 2.74 1.61 -0.163
C 2.17 -0.89 3.80 -0.177
C 2.75 -2.76 -1.25 -0.201
C 5.63 -0.21 -0.39 -0.134
C -2.46 0.05 0.67 -0.102
C 6.19 -0.14 1.06 -0.137
C 2.07 4.58 1.30 -0.145
C 5.16 0.69 1.84 -0.176
C 2.95 1.36 4.30 -0.182
H -0.94 1.32 -3.18 0.146
H -0.67 -3.78 0.57 0.021
H 7.18 0.31 1.10 0.114
H -0.01 -2.32 -3.36 0.029
H 0.40 2.69 2.69 0.121
H -0.09 4.82 1.66 0.121
H 1.14 -1.24 3.69 0.108
H 2.83 -1.57 3.26 0.119
H 2.35 5.46 0.73 0.123
H 3.00 -1.72 5.63 0.119
H 5.43 1.75 1.80 0.117
H -3.42 -0.45 0.60 0.135
H 3.66 2.05 3.84 0.110
H 2.29 4.75 2.36 0.118
H 4.39 1.56 -0.63 0.120
H 6.25 -1.14 1.48 0.111
H 5.08 0.38 2.88 0.096
H 3.51 0.06 -0.95 0.085
H 0.34 4.22 0.06 0.116
H 3.81 3.23 1.21 0.107
H 1.73 -0.53 5.89 0.119
H -1.59 -1.79 0.44 0.084
H 0.30 -4.00 -2.93 0.036
H 2.19 1.96 4.82 0.121
H 3.28 -2.54 -0.32 0.023
H 4.56 0.03 4.89 0.104
H 2.84 3.33 -0.28 0.102
H 2.96 -3.80 -1.52 0.041
H 0.82 -3.28 1.39 0.018
H 5.50 -1.24 -0.70 0.100
H -2.50 0.73 1.52 0.133
H 3.74 0.81 6.25 0.120
H 0.82 -4.65 0.27 0.039
H -0.20 2.15 1.10 0.093
H -1.15 -3.19 -2.33 0.027
H -1.07 2.65 -2.02 0.134
H -1.09 -1.04 1.78 0.111
H 6.29 0.28 -1.11 0.115
H 3.16 -2.12 -2.04 0.033
```

Properties
- Largest force on an atom: 2.73 eV/Å
- Multiplicity: 2
- Charge: +1
- <S²>: 0.78
- HOMO (alpha / beta): -11.67 / -11.34 eV
- Kohn-Sham gap (alpha / beta): 8.5 / 8.7 eV
- E_tot: -2896.94877 hartree